Entry 1:
2 unconnected molecules or ions with the total composition C4H14N2O, computed with ωB97M-V/def2-TZVPD.

Properties
* energy above the lowest of the compared OMol25 structures with the same formula, charge and spin: 16.0 kcal per mole
* lowest unoccupied orbital energy (alpha / beta): 0.134 / 0.131 Ha
* spin multiplicity: 2
* gap between HOMO and LUMO (alpha / beta): 2.49 / 9.31 eV
* charge: -1

Each line ends with the Mulliken spin population.
Element x y z (Å)
C 1.453 1.518 -0.887  0.6839
N 0.059 1.382 -1.264  -0.0101
C -0.151 -1.105 -1.443  0.3569
C -0.683 0.172 -0.810  -0.5078
C -0.641 -0.002 0.739  1.2542
N -1.497 0.904 1.492  -0.1632
H 1.845 2.523 -1.028  -0.2104
H 1.603 1.303 0.155  -0.1871
H 2.119 0.810 -1.396  0.0820
H -0.043 1.350 -2.268  -0.0055
H -0.369 -2.048 -0.964  -0.1735
H 0.938 -1.012 -1.478  -0.0614
H -0.408 -1.210 -2.499  -0.0126
H -1.698 0.474 -1.000  0.0288
H -0.947 -1.014 0.946  -0.2570
H 0.382 0.193 1.028  0.1197
H -2.474 0.660 1.379  -0.0160
H -1.359 1.857 1.188  -0.0121
H 0.769 -2.849 3.161  -0.0541
H 0.732 -1.505 2.557  -0.3110
O 0.370 -2.400 2.392  0.4562



Entry 2:
2 unconnected molecules or ions with the total composition C4H14N2O, computed with ωB97M-V/def2-TZVPD.

Properties
* energy above the lowest of the compared OMol25 structures with the same formula, charge and spin: 15.9 kcal per mole
* lowest unoccupied orbital energy (alpha / beta): 0.147 / 0.143 Ha
* spin multiplicity: 2
* gap between HOMO and LUMO (alpha / beta): 2.74 / 9.59 eV
* charge: -1

Each line ends with the Mulliken spin population.
Element x y z (Å)
C -1.261 -2.044 0.479  2.7685
N -0.059 -1.700 -0.262  -1.9980
C -0.350 -1.409 -1.654  1.4748
H -1.026 -2.297 1.519  0.0526
H -1.920 -1.178 0.517  -0.2197
H -1.837 -2.868 0.032  -0.6071
H 0.589 -2.479 -0.231  0.0157
H 1.064 -0.124 0.051  0.1201
H -0.936 -2.203 -2.143  -0.4873
H 0.583 -1.266 -2.213  0.3166
H -0.936 -0.490 -1.716  -0.2654
C -0.556 1.875 0.946  -0.5316
N 0.605 2.445 0.283  -0.1766
C 1.808 1.673 0.410  0.3641
O 1.827 0.420 -0.241  -0.3346
H -0.340 1.756 2.013  -0.0009
H -0.893 0.906 0.558  0.8336
H -1.404 2.558 0.883  -0.3918
H 0.413 2.634 -0.692  0.0417
H 1.997 1.552 1.484  -0.0264
H 2.634 2.237 -0.024  0.0516



Entry 3:
2 unconnected molecules or ions with the total composition C4H14N2O, computed with ωB97M-V/def2-TZVPD.

Properties
* energy above the lowest of the compared OMol25 structures with the same formula, charge and spin: 18.9 kcal per mole
* lowest unoccupied orbital energy (alpha / beta): 0.128 / 0.126 Ha
* spin multiplicity: 2
* gap between HOMO and LUMO (alpha / beta): 2.42 / 9.05 eV
* charge: -1

Each line ends with the Mulliken spin population.
Element x y z (Å)
C 2.570 0.572 -0.458  0.5560
N 1.267 1.204 -0.270  -0.2916
C 0.158 0.245 -0.424  0.0737
C -0.477 -0.091 0.957  0.2296
N -1.702 0.667 1.205  -0.0828
C -2.486 0.109 2.290  0.0129
H 2.861 0.011 0.446  -0.0936
H 3.354 1.315 -0.624  -0.0496
H 2.625 -0.132 -1.292  -0.1639
H 1.175 1.881 -1.015  0.0367
H -0.634 0.667 -1.043  -0.0366
H 0.527 -0.700 -0.819  0.5232
H -0.780 -1.131 0.952  -0.3503
H 0.320 0.071 1.685  0.1420
H -1.484 1.630 1.431  0.0042
H -3.229 0.793 2.708  -0.0019
H -3.071 -0.733 1.944  0.0054
H -1.887 -0.283 3.120  -0.0040
H -0.278 -2.638 -3.066  -0.3024
H 1.161 -2.640 -2.517  -0.2208
O 0.465 -2.040 -2.862  1.0139



Entry 4:
2 unconnected molecules or ions with the total composition C4H14N2O, computed with ωB97M-V/def2-TZVPD.

Properties
* energy above the lowest of the compared OMol25 structures with the same formula, charge and spin: 27.5 kcal per mole
* lowest unoccupied orbital energy: 0.033 Ha
* structure (SMILES): NCCCCN.O
* gap between HOMO and LUMO: 10.07 eV
* charge: 0

Each line ends with the Mulliken charge.
Element x y z (Å)
N 1.016 -2.491 -0.406  -0.6626
C 1.145 -1.058 -0.675  -0.5343
C 1.019 -0.116 0.505  -0.4766
C -0.260 -0.196 1.327  -0.4102
C -1.383 0.690 0.790  -0.5461
N -1.250 2.114 1.068  -0.5243
H 0.307 -2.671 0.302  0.2542
H 1.878 -2.843 -0.007  0.2622
H 0.452 -0.832 -1.490  0.1806
H 2.095 -0.900 -1.183  0.3838
H 1.924 -0.152 1.111  0.3142
H 1.178 0.898 0.117  0.3202
H -0.037 0.079 2.360  0.3074
H -0.600 -1.232 1.388  0.3093
H -1.408 0.586 -0.298  0.1589
H -2.360 0.373 1.159  0.3189
H -1.190 2.343 2.049  0.2307
H -0.503 2.548 0.550  0.2356
O -0.591 1.320 -2.957  -0.6781
H -0.327 0.802 -2.189  0.2203
H -1.108 0.737 -3.523  0.3356



Entry 5:
2 unconnected molecules or ions with the total composition C4H14N2O, computed with ωB97M-V/def2-TZVPD.

Properties
* energy above the lowest of the compared OMol25 structures with the same formula, charge and spin: 72.5 kcal per mole
* lowest unoccupied orbital energy: 0.032 Ha
* structure (SMILES): CNCCCN.O
* gap between HOMO and LUMO: 10.08 eV
* charge: 0

Each line ends with the Mulliken charge.
Element x y z (Å)
C 0.112 -1.321 -0.743  -0.7260
N 0.667 -0.796 0.533  -0.3086
C -0.051 0.448 0.924  -0.9821
C 0.326 1.820 0.382  -0.1618
C -0.213 2.412 -0.844  -0.6478
N -1.630 2.329 -1.251  -0.6112
H 0.384 -2.335 -0.683  0.3118
H -1.096 -1.285 -0.808  0.1978
H 0.321 -0.700 -1.545  0.3272
H 1.632 -0.544 0.454  0.2408
H -0.058 0.451 1.948  0.3715
H -1.085 0.291 0.668  0.3452
H 1.413 1.802 0.217  0.1877
H 0.126 2.621 1.092  0.3393
H 0.240 1.951 -1.821  0.2370
H -0.045 3.505 -0.921  0.4261
H -1.977 1.270 -1.097  0.2100
H -2.291 2.801 -0.707  0.2442
O 1.376 -4.961 1.179  -0.6215
H 0.745 -4.170 1.269  0.3267
H 1.105 -5.589 1.754  0.2940



Entry 6:
2 unconnected molecules or ions with the total composition C4H14N2O, computed with ωB97M-V/def2-TZVPD.

Properties
* energy above the lowest of the compared OMol25 structures with the same formula, charge and spin: 46.0 kcal per mole
* lowest unoccupied orbital energy: 0.036 Ha
* structure (SMILES): CN[C@@H](C)CN.O
* gap between HOMO and LUMO: 9.64 eV
* charge: 0

Each line ends with the Mulliken charge.
Element x y z (Å)
C -0.372 -2.477 0.814  -0.8745
N 0.484 -1.372 1.323  -0.4234
C 0.584 -0.244 0.375  -0.0946
C 1.053 -0.623 -1.073  -1.0720
C -0.874 0.323 0.262  -0.5251
N -0.876 1.808 0.402  -0.5979
H 0.074 -3.466 0.869  0.3031
H -1.213 -2.537 1.502  0.3157
H -0.848 -2.301 -0.193  0.2479
H 1.477 -1.754 1.685  0.2713
H 1.229 0.477 0.926  0.4745
H 0.692 0.250 -1.758  0.2341
H 0.594 -1.581 -1.214  0.2988
H 2.118 -0.736 -1.066  0.3750
H -1.365 0.008 -0.671  0.3079
H -1.440 -0.131 1.132  0.3085
H -0.628 2.170 1.325  0.2000
H -1.831 2.161 0.281  0.2476
O 0.423 3.217 -1.990  -0.6937
H -0.075 2.773 -1.307  0.3987
H 0.795 4.035 -1.624  0.2982



Entry 7:
2 unconnected molecules or ions with the total composition C4H14N2O, computed with ωB97M-V/def2-TZVPD.

Properties
* energy above the lowest of the compared OMol25 structures with the same formula, charge and spin: 52.7 kcal per mole
* lowest unoccupied orbital energy: 0.033 Ha
* structure (SMILES): CN(C)CCN.O
* gap between HOMO and LUMO: 9.87 eV
* charge: 0

Each line ends with the Mulliken charge.
Element x y z (Å)
C -0.916 -1.306 1.290  -1.1833
N -0.025 -0.377 0.589  0.1950
C 1.318 -0.724 1.086  -1.3634
C -0.252 1.111 0.547  -0.4540
C -0.132 1.437 -0.922  -0.7022
N 1.163 1.193 -1.573  -0.5758
H -0.725 -1.471 2.351  0.3670
H -1.985 -1.161 1.125  0.3985
H -0.925 -2.281 0.739  0.3776
H 2.075 0.075 0.998  0.4152
H 1.725 -1.525 0.457  0.3645
H 1.369 -0.956 2.155  0.3822
H -1.105 1.433 1.120  0.4274
H 0.607 1.519 1.133  0.3218
H -0.811 0.944 -1.593  0.1398
H -0.363 2.499 -1.100  0.4224
H 1.813 1.920 -1.291  0.2547
H 1.571 0.320 -1.265  0.2593
O -1.795 -1.055 -1.982  -0.7362
H -1.297 -0.655 -2.719  0.3209
H -1.310 -0.941 -1.144  0.3686



Entry 8:
A molecular structure, C4H14N2O, computed with ωB97M-V/def2-TZVPD.

Properties
* energy above the lowest of the compared OMol25 structures with the same formula, charge and spin: 197.6 kcal per mole
* lowest unoccupied orbital energy: -0.140 Ha
* gap between HOMO and LUMO: 4.32 eV
* charge: 0

Each line ends with the Mulliken charge.
Element x y z (Å)
N 2.554 0.510 0.601  -0.6352
C -0.593 1.654 0.360  -0.8598
C -0.305 1.004 -1.023  -0.3877
N 0.662 -0.063 -0.923  -0.0313
C 0.176 -1.415 -0.732  -0.2977
C -0.150 -1.692 0.757  -0.8730
H -1.073 0.926 0.991  0.2284
H 2.908 1.446 0.760  0.1706
H -1.295 2.475 0.189  0.3069
H 0.333 2.177 0.641  0.3817
H 0.099 1.726 -1.737  0.3245
H -1.271 0.565 -1.288  0.3570
H 1.498 0.198 -0.151  0.2126
H 0.980 -2.068 -1.080  0.3368
H -0.725 -1.539 -1.345  0.3750
H -1.105 -1.261 1.005  0.1880
H -0.121 -2.762 0.965  0.3429
H 0.663 -1.203 1.315  0.2713
H -3.538 -0.278 -0.353  0.1271
H 2.894 -0.164 1.277  0.1684
O -2.591 -0.236 -0.228  -0.7063



Entry 9:
2 unconnected molecules or ions with the total composition C4H14N2O, computed with ωB97M-V/def2-TZVPD.

Properties
* energy above the lowest of the compared OMol25 structures with the same formula, charge and spin: 66.6 kcal per mole
* lowest unoccupied orbital energy: 0.032 Ha
* structure (SMILES): CNCCCN.O
* gap between HOMO and LUMO: 9.57 eV
* charge: 0

Each line ends with the Mulliken charge.
Element x y z (Å)
C -1.736 -1.904 -0.710  -1.1181
N -0.409 -1.236 -0.292  -0.2318
C -0.241 0.213 -0.256  -0.4841
C 0.536 0.753 1.018  -0.6077
C 0.802 2.313 0.828  -0.5638
N -0.215 3.294 0.896  -0.5049
H -2.637 -1.616 -0.155  0.3507
H -1.742 -2.096 -1.735  0.3730
H -1.541 -2.922 -0.362  0.3680
H -0.337 -1.633 0.656  0.2832
H -1.187 0.765 -0.332  0.2398
H 0.250 0.544 -1.264  0.2129
H 1.579 0.356 1.001  0.2689
H -0.040 0.386 1.872  0.3962
H 1.322 2.184 -0.144  0.2791
H 1.452 2.642 1.609  0.3168
H -0.295 4.145 0.217  0.2050
H -1.133 2.860 1.204  0.2088
O 2.203 -2.880 -1.226  -0.6529
H 1.379 -2.582 -0.974  0.3456
H 1.989 -3.586 -1.854  0.3151



Entry 10:
2 unconnected molecules or ions with the total composition C4H14N2O, computed with ωB97M-V/def2-TZVPD.

Properties
* energy above the lowest of the compared OMol25 structures with the same formula, charge and spin: 44.5 kcal per mole
* lowest unoccupied orbital energy: 0.032 Ha
* structure (SMILES): NCCCCN.O
* gap between HOMO and LUMO: 9.63 eV
* charge: 0

Each line ends with the Mulliken charge.
Element x y z (Å)
N 2.346 0.768 -1.432  -0.5667
C 1.034 0.277 -1.127  -0.2240
C 0.020 1.276 -0.443  -0.5332
C -0.418 1.028 1.022  -0.6778
C -1.753 0.331 1.046  -0.6887
N -1.816 -0.839 0.207  -0.2947
H 3.103 0.563 -0.808  0.1989
H 2.486 1.721 -1.709  0.2179
H 0.618 -0.204 -2.020  0.2473
H 1.142 -0.597 -0.470  0.0542
H -0.786 1.291 -1.172  0.2973
H 0.645 2.174 -0.455  0.4511
H 0.282 0.318 1.476  0.3219
H -0.416 2.015 1.472  0.3295
H -2.503 1.037 0.662  0.3683
H -2.165 0.181 2.053  0.3147
H -2.508 -0.921 -0.500  0.1555
H -1.281 -1.641 0.428  0.0831
O 0.579 -2.917 1.001  -0.6146
H 1.249 -3.383 0.515  0.3221
H 0.143 -2.479 0.255  0.2377



Entry 11:
2 unconnected molecules or ions with the total composition C4H14N2O, computed with ωB97M-V/def2-TZVPD.

Properties
* energy above the lowest of the compared OMol25 structures with the same formula, charge and spin: 51.5 kcal per mole
* lowest unoccupied orbital energy: 0.017 Ha
* structure (SMILES): NCCCCN.O
* gap between HOMO and LUMO: 9.76 eV
* charge: 0

Each line ends with the Mulliken charge.
Element x y z (Å)
N 0.863 2.073 -1.387  -0.6844
C 1.347 1.058 -0.409  -0.4634
C 0.311 -0.117 -0.207  -0.8216
C 0.799 -1.516 -0.465  -0.6038
C 1.639 -2.001 0.775  -0.6815
N 0.977 -3.039 1.675  -0.6323
H 0.296 1.648 -2.103  0.2610
H 0.246 2.714 -0.921  0.2358
H 2.169 0.520 -0.896  0.3846
H 1.445 1.409 0.613  0.2888
H -0.197 -0.115 0.808  0.3552
H -0.672 0.125 -0.684  0.4200
H 1.457 -1.589 -1.357  0.2753
H 0.042 -2.284 -0.586  0.4309
H 2.666 -2.368 0.582  0.3427
H 1.936 -1.266 1.541  0.3837
H 0.298 -2.470 2.165  0.2647
H 0.562 -3.740 1.078  0.2446
O -5.713 3.854 -0.078  -0.6376
H -5.209 3.576 -0.847  0.3187
H -5.262 3.530 0.705  0.3188



Entry 12:
2 unconnected molecules or ions with the total composition C4H14N2O, computed with ωB97M-V/def2-TZVPD.

Properties
* energy above the lowest of the compared OMol25 structures with the same formula, charge and spin: 40.1 kcal per mole
* lowest unoccupied orbital energy: 0.025 Ha
* structure (SMILES): NCCCCN.O
* gap between HOMO and LUMO: 9.73 eV
* charge: 0

Each line ends with the Mulliken charge.
Element x y z (Å)
N 2.071 -1.476 -0.200  -0.6913
C 0.607 -1.769 -0.158  -0.5098
C -0.284 -0.488 -0.341  -0.6787
C -1.546 -0.606 -1.106  -0.6138
C -2.725 -1.221 -0.300  -0.5909
N -3.700 -0.276 0.237  -0.5880
H 2.264 -1.303 -1.181  0.2721
H 2.205 -0.585 0.265  0.2463
H 0.419 -2.393 -1.031  0.3512
H 0.419 -2.233 0.808  0.2928
H -0.425 0.015 0.617  0.2907
H 0.437 0.261 -0.697  0.4384
H -1.406 -1.166 -2.048  0.3340
H -1.903 0.314 -1.587  0.3746
H -3.258 -1.906 -0.948  0.3124
H -2.437 -1.851 0.543  0.3353
H -3.373 0.318 0.989  0.2030
H -4.165 0.355 -0.402  0.2216
O 4.734 4.673 1.572  -0.6402
H 4.003 4.140 1.890  0.3193
H 4.474 5.533 1.255  0.3208



Computed largest force on an atom, in the same sequence as the records: 1.68, 0.40, 1.48, 1.17, 5.78, 3.58, 2.57, 3.33, 4.13, 2.02, 3.10, 2.55 eV Å⁻¹.
Computed E_tot, in the same sequence as the records: -9400.88892, -9400.89413, -9400.76417, -9402.41335, -9400.46254, -9401.61177, -9401.32325, -9395.03787, -9400.71992, -9401.67776, -9401.37247, -9401.86982 eV.